Entry 1:
67
Properties=species:S:1:pos:R:3:nbo_charge:R:1 method="wB97M-V/def2-TZVPD" spin_multiplicity=5 energy_ha=-6609.611722
Co -1.39651 -0.08313 0.29198 1.39
Cl -0.45671 -6.58383 -1.35162 0.00
C -1.17171 -5.03403 -1.09822 -0.06
C -0.39031 -4.00373 -0.61542 -0.30
C -0.96701 -2.74923 -0.39182 0.22
N -0.37631 -1.69563 0.22018 -0.78
C 0.68039 -1.83883 1.09208 0.65
O 1.76209 -2.35853 0.88008 -0.60
C 0.24769 -1.31613 2.41648 0.12
C 0.72209 -1.85683 3.61018 -0.22
C 0.10919 -1.50893 4.79858 -0.15
C -0.95651 -0.60753 4.76678 -0.24
C -1.34461 -0.08603 3.54618 0.03
N -0.76601 -0.41963 2.39698 -0.50
C -2.35241 -2.54403 -0.68452 0.12
C -3.12061 -3.60053 -1.16932 -0.25
C -2.53291 -4.83643 -1.37172 -0.09
Cl -3.49011 -6.15363 -1.92332 0.01
N -2.77841 -1.29723 -0.35032 -0.73
C -4.03801 -0.81703 -0.46092 0.61
O -5.04731 -1.42913 -0.77772 -0.65
C -4.03041 0.65067 -0.15742 0.16
C -5.04921 1.47197 -0.61282 -0.21
C -4.95811 2.84107 -0.41602 -0.15
C -3.85121 3.33477 0.26938 -0.27
C -2.90061 2.44657 0.72968 0.06
N -2.95451 1.12697 0.50998 -0.53
H 0.66149 -4.15353 -0.42862 0.24
H 1.53709 -2.56403 3.57838 0.25
H 0.44409 -1.93103 5.73418 0.23
H -1.46891 -0.31623 5.66998 0.23
H -2.15251 0.63257 3.47868 0.21
H -4.17101 -3.44673 -1.35352 0.26
H -5.88121 1.02047 -1.13082 0.25
H -5.71931 3.50767 -0.78962 0.22
H -3.73351 4.39267 0.45938 0.22
H -2.04751 2.80217 1.29238 0.20
C 3.78749 0.23467 0.51738 -1.11
Si 3.89929 -0.15503 -1.34772 1.35
C 5.10169 -1.59403 -1.66662 -1.11
C 4.57129 1.37807 -2.27862 -1.09
Se 1.82329 -0.64993 -2.15042 -0.19
H 4.64009 0.81317 0.85998 0.23
H 3.73899 -0.69093 1.08108 0.26
H 2.88509 0.79497 0.73698 0.22
H 6.07139 -1.41103 -1.21292 0.23
H 5.25819 -1.73203 -2.73232 0.24
H 4.70609 -2.52133 -1.26542 0.25
H 5.59809 1.56967 -1.98682 0.24
H 3.99459 2.27297 -2.07022 0.22
H 4.55479 1.20457 -3.35002 0.24
C 0.41959 2.54967 -3.34942 -0.40
N 0.61379 2.53647 -1.91982 -0.40
C 1.57219 3.26427 -1.30852 0.15
C 1.76899 3.18017 0.03668 -0.40
C 0.94719 2.28977 0.77128 0.49
N 0.02379 1.56157 0.15158 -0.66
C -0.16301 1.65827 -1.18342 0.78
O -1.03781 0.98627 -1.72152 -0.65
N 1.02889 2.19287 2.11448 -0.77
H 1.02119 3.33887 -3.79242 0.21
H -0.63761 2.69277 -3.57222 0.23
H 0.71499 1.57937 -3.75242 0.24
H 2.15529 3.92527 -1.93282 0.22
H 2.53139 3.75507 0.53268 0.24
H 1.84159 2.53997 2.59498 0.40
H 0.50879 1.43987 2.53858 0.42

Entry 2:
66
Properties=species:S:1:pos:R:3:nbo_charge:R:1 method="wB97M-V/def2-TZVPD" spin_multiplicity=5 energy_ha=-3655.176713 charge=-1
Cr 0.19454 0.23053 -0.54923 1.23
O -1.95166 1.08764 2.05482 -0.68
C -2.00028 1.69110 0.88401 0.80
O -2.01856 1.11051 -0.18646 -0.65
C -1.99492 3.20755 0.96128 -0.16
O -0.94517 3.72096 0.18163 -0.51
C 0.26143 3.91106 0.90320 -0.18
C 1.02259 2.66642 1.39834 0.76
O 1.78666 2.84636 2.33778 -0.67
O 0.84265 1.56318 0.77990 -0.84
H -1.61313 0.16151 1.89669 0.53
H -2.93287 3.57147 0.53644 0.20
H -1.92022 3.52753 2.00459 0.19
H 0.93053 4.43320 0.21784 0.21
H 0.08916 4.55483 1.77140 0.18
O 1.52513 -1.76309 0.95058 -0.74
C 0.45221 -1.63630 1.55764 0.66
O -0.53393 -0.95102 1.14954 -0.81
H 0.32393 -2.14370 2.53042 0.09
Cl -1.06253 2.38784 -3.43277 -0.03
C -0.10152 1.12801 -4.17013 0.03
C -0.52662 0.61738 -5.38497 -0.25
C 0.16958 -0.41984 -5.98540 -0.27
C 1.29724 -0.92220 -5.34455 -0.22
C 1.70742 -0.39674 -4.13316 -0.25
C 1.02428 0.64985 -3.48231 -0.03
C 1.41447 1.09864 -2.14754 -0.92
H -1.41423 1.03133 -5.84578 0.22
H -0.16455 -0.82613 -6.93123 0.20
H 1.86547 -1.72699 -5.79787 0.20
H 2.59265 -0.79502 -3.64740 0.20
H 1.25543 2.16924 -2.00008 0.21
H 2.46544 0.85488 -1.97160 0.19
N 0.00652 -3.24055 -2.96275 -0.52
C 0.41816 -2.43272 -1.95235 0.26
N -0.35370 -1.39283 -1.80374 -0.54
C -1.32656 -1.49287 -2.78864 0.15
C -2.38310 -0.63707 -3.08959 -0.20
C -3.19165 -0.98595 -4.15170 -0.23
C -2.96427 -2.15462 -4.89742 -0.21
C -1.92153 -3.01066 -4.60357 -0.23
C -1.10704 -2.65296 -3.53452 0.10
H 0.48457 -4.06387 -3.27867 0.42
H 1.27615 -2.63893 -1.33136 0.24
H -2.53710 0.26424 -2.51058 0.25
H -4.01838 -0.34270 -4.42387 0.21
H -3.61964 -2.38610 -5.72745 0.21
H -1.74250 -3.90541 -5.18569 0.21
N 4.00989 0.99049 0.33523 -0.80
C 4.43403 0.73364 1.60170 0.33
S 5.83391 1.40991 2.22411 -0.35
N 3.66432 -0.15603 2.25620 -0.65
C 3.72532 -0.39228 3.65459 0.24
C 4.01851 -1.66338 4.12397 -0.24
C 4.02374 -1.91212 5.49027 -0.22
C 3.74540 -0.88727 6.38216 -0.23
C 3.45017 0.38436 5.90445 -0.20
C 3.43117 0.63590 4.54230 -0.22
H 4.48578 1.75842 -0.10647 0.40
H 3.01152 0.93501 0.15881 0.40
H 2.88385 -0.57430 1.75696 0.43
H 4.24444 -2.44639 3.41143 0.22
H 4.25305 -2.90541 5.85617 0.20
H 3.75466 -1.07848 7.44836 0.20
H 3.22458 1.18457 6.59850 0.20
H 3.18356 1.61010 4.14016 0.26